Arrangement w

The following is a DFT calculation (ωB97M-V with the def2-TZVPD basis set) of 2 unconnected molecules or ions with the total composition C11H15N.

Element x y z (Å)
C -1.874 -2.784 -1.761
C -1.861 -2.082 -3.105
H -2.403 -3.722 -2.010
H -0.900 -3.068 -1.362
H -2.589 -2.389 -1.041
H -2.809 -2.141 -3.666
H -1.160 -2.500 -3.848
H -1.630 -1.020 -3.052
C 1.716 2.983 2.709
C 1.009 1.160 0.988
C 0.750 1.989 2.113
C -0.050 0.255 0.880
C -0.411 1.528 2.686
C 1.910 0.289 -1.040
C 0.774 -0.493 -1.143
C 2.058 1.160 0.036
C -0.201 -0.667 -0.185
N -0.884 0.466 1.949
H 2.727 0.294 -1.749
H 0.648 -1.195 -1.962
H 2.839 1.891 0.029
H -1.071 -1.282 -0.229
H 1.465 3.018 3.792
H 1.689 4.029 2.374
H -0.919 1.954 3.532
H -1.528 -0.230 2.279
H 2.706 2.560 2.787

The calculation puts the HOMO energy at -7.739 eV. As for the charge: 0. Its SMILES is Cc1c[nH]c2ccccc12.CC. The value obtained for the LUMO energy is 0.92 eV. The calculation puts the HOMO-LUMO gap at 8.66 eV.

=====

Arrangement x

The following is a DFT calculation (ωB97M-V with the def2-TZVPD basis set) of 2 unconnected molecules or ions with the total composition C11H15N.

Element x y z (Å)
C -0.958 -2.122 -1.375
C -1.697 0.544 1.045
C -0.904 -0.537 0.554
C -1.583 -1.004 -0.596
C -2.751 -0.289 -0.775
C -1.465 1.318 2.232
C -0.382 0.808 2.968
C 0.077 -1.119 1.491
C 0.292 -0.411 2.637
N -2.791 0.691 0.151
H -3.557 1.219 0.412
H -2.203 2.121 2.361
H -3.617 -0.359 -1.480
H 0.257 1.484 3.674
H 0.782 -1.889 1.227
H 0.170 -2.121 -1.211
H -1.139 -2.224 -2.551
H 1.101 -0.606 3.318
H -1.325 -3.217 -1.238
C 2.931 0.435 -2.158
C 2.516 1.481 -1.122
H 2.153 0.211 -2.950
H 3.728 0.875 -2.512
H 3.059 -0.543 -1.686
H 2.021 0.983 -0.321
H 1.920 2.313 -1.522
H 3.366 1.961 -0.575

The calculation puts the HOMO energy at -7.666 eV. As for the charge: 0. Its SMILES is Cc1c[nH]c2ccccc12.CC. The value obtained for the LUMO energy is 0.88 eV. The calculation puts the HOMO-LUMO gap at 8.55 eV.

=====

Arrangement y

The following is a DFT calculation (ωB97M-V with the def2-TZVPD basis set) of 2 unconnected molecules or ions with the total composition C11H15N.

Element x y z (Å)
C 2.848 -2.080 0.205
C 0.622 -0.770 0.617
C 1.416 -1.736 -0.106
C -0.728 -0.945 0.223
C 0.552 -2.440 -0.879
C 0.935 -0.176 1.849
C -1.735 -0.280 0.921
C -0.099 0.383 2.574
C -1.424 0.295 2.135
N -0.734 -1.956 -0.692
H 1.938 -0.079 2.242
H 2.896 -2.907 0.906
H 3.402 -1.195 0.502
H 0.668 -3.075 -1.747
H -1.581 -2.413 -0.978
H -2.788 -0.373 0.658
H 0.161 0.787 3.543
H -2.184 0.782 2.734
H 3.347 -2.371 -0.726
C -1.046 3.032 -2.333
C -0.846 2.071 -1.154
H -0.340 2.820 -3.131
H -2.066 3.015 -2.716
H -0.841 4.066 -2.029
H -1.467 2.390 -0.319
H 0.201 2.099 -0.864
H -1.106 1.057 -1.437

The calculation puts the HOMO energy at -7.846 eV. As for the charge: 0. Its SMILES is Cc1c[nH]c2ccccc12.CC. The value obtained for the LUMO energy is 0.93 eV. The calculation puts the HOMO-LUMO gap at 8.77 eV.

=====

Stability verdict: arrangement y, ahead by 0.0103 hartree

=====

Arrangement w

The following is a DFT calculation (ωB97M-V with the def2-TZVPD basis set) of a molecular structure, CH4N4O.

Element x y z (Å)
C 1.145 0.761 0.099
N 1.790 -1.583 -0.070
N -1.250 -0.010 0.017
N -2.488 0.066 0.102
N 1.147 -0.648 -0.080
O -0.604 -1.025 -0.405
H 1.897 1.187 -0.539
H -0.017 1.082 -0.209
H 1.292 1.027 1.040
H -2.911 -0.857 0.043

The calculation puts the HOMO energy at -9.052 eV. As for the charge: 0. The value obtained for the LUMO energy is 0.40 eV. The calculation puts the HOMO-LUMO gap at 9.46 eV.

=====

Arrangement x

The following is a DFT calculation (ωB97M-V with the def2-TZVPD basis set) of CH4N4O in the gas phase.

Element x y z (Å)
C -0.835 0.125 0.070
H -2.211 -1.359 -0.713
H -2.742 0.295 -0.416
H -1.248 1.910 0.180
H 0.051 -1.583 0.935
N -2.036 -0.381 -0.197
N -0.451 1.278 0.292
N 0.205 -0.838 0.103
N 1.595 -0.548 0.225
O 1.996 0.427 -0.421

The calculation puts the HOMO energy at -9.331 eV. As for the charge: 0. Its SMILES is [H]/N=C(\N)NN=O. The value obtained for the LUMO energy is 0.40 eV. The calculation puts the HOMO-LUMO gap at 9.73 eV.

=====

Stability verdict: arrangement x, ahead by 0.1028 hartree